Record 1
C48H57BrCrN5OSbSe as an isolated structure at a distorted geometry, computed with ωB97M-V with the def2-TZVPD basis set.

Structure (XYZ):
```
115
C48H57BrCrN5OSbSe (ωB97M-V with the def2-TZVPD basis set)
Cr 3.35605 -1.01890 -0.42483
N 2.98622 0.20828 0.64529
C 2.77334 1.45632 1.13053
C 2.51910 2.55553 0.27898
C 2.51956 3.87338 0.75280
C 2.80170 4.12631 2.09485
C 2.83914 3.02684 3.00467
C 2.84079 1.72642 2.51430
H 2.54094 2.37077 -0.80409
H 2.29094 4.68795 0.03832
H 3.00306 5.13851 2.48490
H 2.82924 3.15533 4.08820
H 2.93953 0.88200 3.17829
C 5.22507 -5.26237 2.03502
N 4.49296 -4.11904 2.62956
C 4.47579 -2.79973 2.21124
Se 5.27753 -2.26621 0.60130
N 3.92778 -2.05950 3.19592
C 3.59872 -2.85462 4.28155
C 2.82236 -2.54368 5.43588
C 2.33221 -3.64413 6.13379
C 2.60892 -4.99211 5.71410
C 3.33917 -5.28751 4.58089
C 3.84012 -4.17528 3.88338
H 4.92042 -5.40650 0.99237
H 4.89676 -6.15456 2.53834
H 6.33147 -5.13750 2.04003
H 3.78932 -1.05184 3.17837
H 2.52194 -1.56800 5.83753
H 1.73919 -3.53133 7.01335
H 2.18828 -5.81530 6.32535
H 3.55306 -6.31669 4.25875
Br 2.74869 -2.44426 -3.82760
C 3.92876 -0.95739 -3.42852
C 4.73561 -0.60257 -4.50306
C 5.39269 0.61854 -4.52278
C 5.47284 1.33925 -3.32261
C 4.76092 0.91050 -2.20358
N 3.95837 -0.21613 -2.26777
H 4.70645 -1.29794 -5.32485
H 5.84004 0.99015 -5.49364
H 6.07192 2.27728 -3.23914
H 4.76285 1.45173 -1.25151
C -5.15849 -0.60606 -1.54364
C -5.56669 0.31889 -0.36294
C -6.97897 0.46347 -0.13425
C -7.44144 1.19873 0.91975
C -6.52797 1.84280 1.73933
C -5.16397 1.73295 1.53813
C -4.64849 0.97074 0.46429
Sb -2.49938 0.69152 0.32565
C -2.07098 2.79168 -0.08135
C -1.83007 3.63078 0.98859
C -1.49946 4.97955 0.84164
C -1.41500 5.50815 -0.42251
C -1.74693 4.71924 -1.53350
C -2.12568 3.36010 -1.36883
C -2.75071 2.60350 -2.50233
C -2.20937 0.32189 2.48413
C -1.33678 1.19185 3.15332
C -1.30766 1.24582 4.54217
C -2.07369 0.37647 5.27959
C -2.95237 -0.48669 4.65663
C -3.08445 -0.47373 3.25698
C -4.14112 -1.40944 2.67899
H -5.90818 -1.39540 -1.63585
H -4.19577 -1.08922 -1.29749
H -5.06771 -0.01946 -2.49334
H -7.71215 -0.00672 -0.82280
H -8.50421 1.27129 1.12488
H -6.94300 2.56348 2.41153
H -4.50604 2.22089 2.23340
H -1.93423 3.28884 2.01674
H -1.25219 5.58231 1.70945
H -1.09101 6.53442 -0.60909
H -1.83089 5.13276 -2.55982
H -3.09420 3.30470 -3.24593
H -3.55435 1.99290 -2.08975
H -2.02770 1.90359 -2.89320
H -0.64102 1.74198 2.60543
H -0.59678 1.89562 5.07055
H -1.92622 0.36963 6.36927
H -3.63761 -1.09971 5.23183
H -4.22023 -2.26094 3.38494
H -3.97854 -1.73666 1.67053
H -5.14628 -0.91454 2.65009
C -0.66426 3.69853 -5.73803
C -0.23612 2.26914 -6.12115
O -1.42854 1.69076 -6.62520
C -1.48046 0.28904 -6.67765
C -2.79564 -0.14330 -5.96229
H -0.23800 3.99302 -4.75687
H -1.74319 3.82691 -5.83578
H -0.25812 4.38921 -6.50043
H 0.22350 1.71697 -5.28017
H 0.55163 2.32152 -6.91308
H -0.56626 -0.14296 -6.21413
H -1.64309 -0.01316 -7.75205
H -2.69672 -0.02810 -4.88006
H -2.87102 -1.24751 -6.07809
H -3.71363 0.32495 -6.35708
C 1.57392 -4.53663 -0.32355
C 1.08773 -3.04879 -0.42448
C 0.17323 -2.86342 -1.63405
C 0.43362 -2.74677 0.90986
N 2.17638 -2.13912 -0.57239
H 0.75899 -5.27319 -0.28402
H 2.13240 -4.67803 0.65165
H 2.24975 -4.72339 -1.12316
H -0.71142 -3.49712 -1.38968
H 0.67855 -3.20308 -2.50991
H -0.14195 -1.81413 -1.58691
H 1.17923 -3.07676 1.65057
H 0.32476 -1.68419 1.05907
H -0.55709 -3.18437 1.03399
```

Summary:
Charge: +2
Highest occupied orbital energy (spin up / spin down) (eV): -11.624 / -11.624
Energy (eV): -230527.346
Molecular weight (g mol⁻¹): 1052.64
Orbital gap (spin up / spin down) (hartree): 0.1417 / 0.1420

=====

Record 2
C48H58BrFN9O5STi as an isolated structure at a distorted geometry, computed with ωB97M-V with the def2-TZVPD basis set.

Structure (XYZ):
```
124
C48H58BrFN9O5STi (ωB97M-V with the def2-TZVPD basis set)
Ti 0.24096 -1.84514 0.22786
C -5.85024 2.17120 -1.93240
C -5.07122 1.55715 -0.80009
C -4.26973 0.44085 -1.01339
C -3.57089 -0.14929 0.03096
C -3.67001 0.36270 1.31461
C -4.45416 1.48704 1.54110
C -5.14135 2.07853 0.49137
S -2.79398 -0.39433 2.69596
O -3.85008 -0.89901 3.55377
O -2.01518 0.70312 3.25064
N -1.87348 -1.51041 2.10450
C -2.55324 -2.79645 2.00631
C -2.12963 -3.61187 0.79844
O -2.60464 -4.70008 0.55300
O -1.21100 -3.05028 0.04685
H -5.18911 2.56694 -2.70631
H -6.47640 2.99170 -1.57970
H -6.50009 1.43496 -2.40955
H -4.19748 0.01553 -2.00964
H -2.93536 -1.00638 -0.15264
H -4.53147 1.88701 2.54480
H -5.76171 2.94933 0.67861
H -3.64376 -2.71985 1.94523
H -2.36265 -3.42696 2.88208
C 0.23599 4.94649 -1.82841
C -0.91501 4.44910 -0.94518
C -2.24904 4.65282 -1.67318
C -0.92861 5.26755 0.34531
C -0.74172 2.96078 -0.66279
C -0.75692 2.42791 0.60822
C -0.57253 1.06273 0.78760
N -0.40196 0.22281 -0.22129
C -0.40149 0.71587 -1.47298
C -0.57175 2.05922 -1.72207
C -0.26106 -0.29750 -2.54232
C -0.07799 0.00417 -3.88694
C -0.06012 -1.03103 -4.81181
C -0.27403 -2.32061 -4.32958
C -0.40656 -2.53836 -2.97246
N -0.36022 -1.53815 -2.09637
C 0.23234 -0.80349 -6.29173
C -0.83403 -1.49235 -7.15272
C 1.60944 -1.41272 -6.59453
C 0.26195 0.68136 -6.65205
H 0.13068 6.01943 -2.00354
H 0.24668 4.45345 -2.80135
H 1.20259 4.77189 -1.35112
H -2.39199 5.71243 -1.90096
H -3.07996 4.31387 -1.05291
H -2.27771 4.09694 -2.61255
H -1.01897 6.32827 0.10224
H -0.00997 5.12981 0.91986
H -1.77386 4.99899 0.98145
H -0.89413 3.02597 1.49736
H -0.51768 0.65424 1.78127
H -0.57945 2.41163 -2.74356
H 0.06302 1.02793 -4.19686
H -0.29733 -3.17182 -4.99680
H -0.51044 -3.52721 -2.54560
H -0.82052 -2.57521 -7.02980
H -0.64999 -1.27778 -8.20778
H -1.83419 -1.13443 -6.90013
H 1.62855 -2.47928 -6.36626
H 2.38678 -0.93013 -5.99901
H 1.85396 -1.28397 -7.65187
H -0.68420 1.17425 -6.41675
H 0.43874 0.78880 -7.72375
H 1.06542 1.20898 -6.13438
C 1.98676 3.22204 3.36453
N 1.57033 2.38474 4.46545
C 1.26016 3.05345 5.70881
C 1.32363 2.06006 6.84997
C 0.38891 0.90868 6.54566
N 0.64287 0.36585 5.22765
C 0.03637 -0.93251 4.96687
C 1.13237 1.09951 4.18604
O 1.20955 0.64363 3.05066
H 1.23950 3.99819 3.15082
H 2.12172 2.60138 2.48311
H 2.93604 3.71333 3.59413
H 0.26505 3.52214 5.66669
H 1.98581 3.85795 5.85311
H 1.05308 2.53242 7.79533
H 2.34659 1.68552 6.93735
H -0.65909 1.23158 6.61967
H 0.52331 0.10319 7.27214
H -1.01165 -0.91395 5.27646
H 0.56640 -1.71334 5.51990
H 0.07307 -1.15543 3.90742
F 2.73780 -4.38568 5.43249
C 2.19951 -3.84621 4.30405
C 2.76518 -2.70824 3.77422
C 2.20390 -2.16538 2.62361
C 1.08971 -2.73085 1.98983
C 0.56890 -3.88858 2.57727
C 1.10635 -4.45462 3.72959
H 3.62028 -2.25333 4.25913
H 2.62489 -1.24911 2.23259
H -0.28191 -4.40003 2.14400
H 0.68875 -5.35039 4.17158
Br 4.22877 -6.50789 -2.61068
C 3.11368 -5.15826 -1.83988
C 3.35445 -3.87526 -2.11299
C 2.46739 -2.80343 -1.53834
N 1.29978 -3.31039 -0.81943
C 1.17274 -4.62588 -0.58837
C 2.01403 -5.60291 -1.03614
H 4.15042 -3.58735 -2.78697
H 2.11994 -2.16502 -2.37106
H 0.29552 -4.90263 -0.01583
H 1.83622 -6.64544 -0.83238
N 3.96739 2.24884 -0.24067
C 3.55776 0.90080 -0.43857
C 2.41007 0.38644 0.01757
N 2.00873 -0.94352 -0.12632
C 3.11143 -1.81963 -0.55683
C 4.28318 -1.11292 -1.17290
N 4.51576 0.13591 -1.13725
H 3.17012 2.87414 -0.23337
H 4.56854 2.51131 -1.01308
H 1.75325 1.03866 0.57041
H 3.49336 -2.41291 0.29213
H 5.00646 -1.74831 -1.68348
```

Summary:
Charge: -1
Highest occupied orbital energy (eV): -4.112
Energy (eV): -181081.335
Molecular weight (g mol⁻¹): 1019.89
Orbital gap (hartree): 0.2135
Energy relative to the best compared isomer or geometry (same formula, charge and spin) (kJ/mol): 70.6

=====

Record 3
A 2-piece molecular cluster, C48H58N5O2 overall at a distorted geometry, computed with ωB97M-V with the def2-TZVPD basis set.

Structure (XYZ):
```
113
C48H58N5O2 (ωB97M-V with the def2-TZVPD basis set)
C 6.07488 1.05936 0.54179
O 5.55793 -0.29371 0.64790
C 4.21439 -0.46964 0.49529
C 3.32786 0.57396 0.14521
C 2.01364 0.29488 -0.17800
C 1.50965 -1.02961 -0.12537
C 0.13929 -1.31092 -0.48021
N -0.21970 -2.52978 -1.04109
C 0.59654 -3.49431 -1.72364
C 0.39871 -4.85887 -1.44790
C -0.67902 -5.40878 -0.51075
C -0.03010 -6.04998 0.71466
C -1.58047 -6.42571 -1.21301
C 1.28349 -5.77784 -2.00852
C 2.32085 -5.36616 -2.84264
C 2.41228 -4.02707 -3.21265
C 1.53261 -3.07406 -2.70035
C 1.56614 -1.67332 -3.32729
C 0.89138 -1.66535 -4.70177
C 2.99245 -1.12952 -3.42166
N -1.56790 -2.63312 -1.12993
N -2.05170 -1.42024 -0.76167
C -3.49082 -1.22267 -0.79835
C -4.30459 -1.93042 0.10948
C -3.68958 -2.82648 1.17906
C -4.53423 -4.06420 1.48962
C -3.37117 -2.04177 2.44710
C -5.68697 -1.77391 0.03459
C -6.26416 -0.98222 -0.96122
C -5.45577 -0.37906 -1.92374
C -4.06840 -0.51965 -1.87319
C -3.24035 0.03496 -3.03043
C -3.26962 1.55975 -3.06363
C -3.69783 -0.54567 -4.37322
C -1.02116 -0.56192 -0.30533
C -1.21017 0.70333 0.23442
C 2.39629 -2.05522 0.31780
C 3.70575 -1.78750 0.63555
H 7.14423 0.96123 0.74103
H 5.90970 1.46712 -0.46995
H 5.60368 1.71825 1.29170
H 3.69380 1.60333 0.10067
H 1.34248 1.09056 -0.50519
H -1.30463 -4.56386 -0.20575
H 0.66230 -5.35351 1.20084
H -0.78973 -6.34802 1.44528
H 0.53537 -6.94385 0.41639
H -2.04189 -5.98693 -2.10343
H -1.00127 -7.30722 -1.51535
H -2.38171 -6.75098 -0.53963
H 1.16455 -6.83115 -1.75420
H 3.04561 -6.08859 -3.21532
H 3.17459 -3.71371 -3.92196
H 1.00005 -0.99998 -2.67527
H -0.13462 -2.04697 -4.63165
H 0.85188 -0.64736 -5.10897
H 1.44928 -2.30267 -5.40212
H 3.52512 -1.25191 -2.47184
H 3.55310 -1.64886 -4.21068
H 2.97750 -0.05843 -3.66227
H -2.74137 -3.18217 0.75331
H -4.75010 -4.62371 0.57138
H -3.99259 -4.73143 2.17121
H -5.48484 -3.78766 1.96490
H -2.73958 -1.17682 2.21615
H -4.29683 -1.67557 2.91259
H -2.84433 -2.67892 3.16755
H -6.32558 -2.27106 0.76470
H -7.34535 -0.85153 -0.99529
H -5.89996 0.19829 -2.73500
H -2.20521 -0.27877 -2.85111
H -2.88792 1.96554 -2.11942
H -2.64403 1.93375 -3.88326
H -4.29506 1.92420 -3.21325
H -3.66074 -1.64130 -4.35030
H -4.72910 -0.23849 -4.59490
H -3.04910 -0.19745 -5.18496
H -2.21574 1.10994 0.22822
H -0.35899 1.15330 0.72137
H 2.00958 -3.07045 0.41231
H 4.37778 -2.57452 0.97478
C 1.33595 7.22040 3.38100
N 1.02198 6.57959 4.64671
C 0.76456 7.30781 5.80336
C 0.67859 6.42803 6.82502
N 0.89499 5.15938 6.29115
C 0.97447 3.96081 7.10353
C 1.06930 5.26225 4.95065
C 1.48031 4.18068 4.03260
C 0.89796 4.19909 2.68499
C 1.44355 3.41576 1.71222
C 1.65956 3.91941 0.35861
C 2.96185 3.90940 -0.20029
C 3.18052 4.32852 -1.51067
C 2.10542 4.78712 -2.28134
C 0.83197 4.89563 -1.70770
C 0.60896 4.49346 -0.38809
O 2.33117 3.34943 4.40437
H 1.35352 6.49813 2.56161
H 0.57892 7.98802 3.17036
H 2.31767 7.71826 3.43689
H 0.69214 8.38204 5.80330
H 0.50809 6.60427 7.87532
H 0.99623 3.07724 6.46185
H 1.88468 3.97702 7.72028
H 0.10701 3.92271 7.77492
H 0.05769 4.87863 2.52245
H 1.97062 2.50307 2.01277
H 3.79640 3.58924 0.43428
H 4.19029 4.28813 -1.92048
H 2.28202 5.10550 -3.30886
H 0.00332 5.29519 -2.29517
H -0.38054 4.57651 0.07415
```

Summary:
Charge: +1
Highest occupied orbital energy (eV): -7.565
Energy (eV): -62253.745
Molecular weight (g mol⁻¹): 737.02
Orbital gap (hartree): 0.1259

=====

Record 4
C48H59AsBrN3S2Si2TeTl as an isolated structure at a distorted geometry, computed with ωB97M-V with the def2-TZVPD basis set.

Structure (XYZ):
```
118
C48H59AsBrN3S2Si2TeTl (ωB97M-V with the def2-TZVPD basis set)
Tl 0.55464 -0.57184 -0.07959
C 0.74868 1.50626 -3.18674
N -0.38746 1.46902 -2.25826
C -1.43632 0.58494 -2.79964
C -2.51793 0.18125 -1.80003
N -2.14557 -0.87021 -0.82856
C -2.01083 -2.17808 -1.48496
C -3.17134 -0.92289 0.20235
C -4.48863 -1.20957 -0.15047
C -5.51728 -1.16760 0.77185
C -5.24507 -0.82061 2.08690
C -3.94022 -0.56957 2.46368
C -2.88670 -0.63712 1.54505
S -1.26676 -0.42885 2.20486
C -0.86214 2.80547 -2.00182
C -1.19954 3.66607 -3.04325
C -1.57918 4.97470 -2.79999
C -1.63374 5.45402 -1.49945
C -1.36588 4.59693 -0.44708
C -0.97771 3.28320 -0.68962
S -0.97528 2.03282 0.58230
H 0.44731 1.71647 -4.22162
H 1.26183 0.54251 -3.15768
H 1.44680 2.28104 -2.87878
H -0.93074 -0.30153 -3.18936
H -1.94933 1.07516 -3.63970
H -3.38147 -0.15160 -2.39142
H -2.82772 1.05800 -1.22719
H -2.90381 -2.45897 -2.05528
H -1.82156 -2.93764 -0.72671
H -1.16380 -2.16544 -2.17222
H -4.72082 -1.47916 -1.17413
H -6.52947 -1.38502 0.45846
H -6.04198 -0.75585 2.81562
H -3.69568 -0.32053 3.48763
H -1.18392 3.29551 -4.06065
H -1.84887 5.61568 -3.62846
H -1.92627 6.47545 -1.29813
H -1.49211 4.94602 0.56845
C 2.08554 -1.09400 6.11889
C 2.54725 -1.48745 4.74611
C 3.76644 -2.10969 4.50646
C 4.15560 -2.39372 3.20807
C 3.29677 -2.01853 2.18951
Br 3.79034 -2.28280 0.36618
N 2.12345 -1.44736 2.38004
C 1.75485 -1.20535 3.63957
H 2.50672 -1.74603 6.88159
H 0.99858 -1.12653 6.18471
H 2.40460 -0.07150 6.33441
H 4.41506 -2.37486 5.33215
H 5.09029 -2.88934 2.99091
H 0.76940 -0.78480 3.77675
C 3.21853 2.05859 -0.67731
Si 3.20827 3.15820 0.84987
C 2.37837 4.81498 0.51504
C 4.93464 3.41426 1.56117
C 2.30424 2.11684 2.18784
Te 0.21730 2.16497 2.66955
C 0.14126 4.28224 3.01758
Si -0.92175 4.42526 4.61261
C -0.01632 3.45863 5.96764
C -2.55178 3.55140 4.21094
C -1.07234 6.23678 5.09046
H 3.51773 2.61070 -1.57030
H 2.22373 1.64865 -0.85455
H 3.91194 1.22187 -0.56805
H 2.90741 5.32760 -0.29090
H 2.41651 5.47163 1.38534
H 1.33602 4.71062 0.20916
H 5.58338 3.89170 0.82448
H 5.39683 2.46472 1.83631
H 4.92301 4.05281 2.44596
H 2.73368 2.32762 3.17429
H 2.50122 1.06311 1.98154
H -0.31827 4.79725 2.17848
H 1.16455 4.63467 3.13488
H 0.27975 2.46590 5.62149
H -0.66353 3.32148 6.83488
H 0.88013 3.97948 6.30814
H -2.37684 2.51542 3.90340
H -3.09304 4.04220 3.39977
H -3.21578 3.52394 5.07565
H -0.08506 6.67100 5.25379
H -1.63557 6.34068 6.01911
H -1.57816 6.82888 4.32736
C 6.07115 -1.51647 -4.51219
C 5.00218 -0.77649 -4.99617
C 3.71398 -1.05574 -4.56656
C 3.47713 -2.08397 -3.66021
C 4.55330 -2.82110 -3.17969
C 5.84359 -2.54162 -3.60636
As 1.66048 -2.41630 -2.99902
C 0.74458 -2.59979 -4.71641
C 0.27412 -1.58916 -5.54127
C -0.41588 -1.90361 -6.70398
C -0.64730 -3.23071 -7.03501
C -0.18150 -4.24793 -6.21677
C 0.51621 -3.94127 -5.05336
C 1.07075 -4.91722 -4.10319
C 1.03875 -6.29912 -4.25108
C 1.62975 -7.11407 -3.29792
C 2.21753 -6.55649 -2.17080
C 2.22681 -5.17896 -1.99922
C 1.68865 -4.35803 -2.97772
H 7.07702 -1.30708 -4.85114
H 5.17241 0.01457 -5.71500
H 2.88087 -0.48257 -4.95877
H 4.38872 -3.63154 -2.47923
H 6.66935 -3.13437 -3.23440
H 0.44757 -0.55067 -5.28370
H -0.78252 -1.11196 -7.34436
H -1.19530 -3.47535 -7.93518
H -0.36810 -5.27947 -6.48489
H 0.55520 -6.73889 -5.11336
H 1.62861 -8.18781 -3.42934
H 2.66510 -7.19688 -1.42212
H 2.65780 -4.75026 -1.10112
```

Summary:
Charge: +1
Highest occupied orbital energy (eV): -9.320
Energy (eV): -235494.007
Molecular weight (g mol⁻¹): 1285.14
Orbital gap (hartree): 0.2295
Energy relative to the best compared isomer or geometry (same formula, charge and spin) (kJ/mol): 136.7

=====

Which formula does entry 4 have? C48H59AsBrN3S2Si2TeTl

=====

Among the records above, which one has the highest energy? C48H58N5O2